(1)
Here is a structure of composition C52H43FO10P2PdS2 from the OMol25 dataset. Energies are from ωB97M-V with the def2-TZVPD basis set.

Structure (XYZ):
```
111
C52H43FO10P2PdS2, DFT ωB97M-V with the def2-TZVPD basis set
C -1.41 -4.68 4.06
C -2.14 -5.17 2.96
C -1.57 -5.20 1.69
C -0.29 -4.68 1.54
O 0.17 -4.30 0.26
P -0.57 -3.24 -0.71
O 0.43 -3.31 -2.00
C 1.40 -4.26 -2.35
C 1.09 -5.16 -3.36
C 2.03 -6.16 -3.67
C 3.26 -6.18 -3.01
C 3.57 -5.21 -2.04
C 2.64 -4.23 -1.71
O -1.88 -4.08 -1.19
C -2.52 -4.04 -2.43
C -3.45 -5.05 -2.69
C -4.09 -5.06 -3.93
C -3.78 -4.09 -4.89
C -2.85 -3.09 -4.60
C -2.21 -3.05 -3.35
Pd -0.97 -1.24 0.20
P 0.56 -0.45 1.67
O 0.31 -0.94 3.21
C 0.80 -0.51 4.46
C -0.13 -0.06 5.39
C 0.33 0.43 6.61
C 1.69 0.40 6.91
C 2.61 -0.11 5.99
C 2.16 -0.60 4.76
O 2.15 -0.74 1.40
C 3.16 0.22 1.20
C 4.28 0.19 2.03
C 5.15 1.29 2.00
C 4.93 2.34 1.11
C 3.85 2.30 0.22
C 2.96 1.22 0.24
O 0.60 1.17 1.82
C 0.06 2.02 2.80
C 0.95 2.75 3.58
C 0.44 3.51 4.63
C -0.94 3.58 4.83
C -1.82 2.92 3.97
C -1.32 2.13 2.93
C -1.83 0.95 -0.65
C -3.02 0.08 -0.75
C -3.64 -0.45 0.42
C -4.79 -1.25 0.34
C -5.35 -1.55 -0.90
C -4.76 -1.03 -2.06
C -3.63 -0.23 -2.00
C -1.19 1.63 -1.77
C -0.54 2.86 -1.93
C 0.51 -4.34 2.63
C -0.08 -4.29 3.89
H -1.88 -4.62 5.04
H -3.17 -5.50 3.10
H -2.11 -5.60 0.84
H 0.14 -5.09 -3.88
H 1.79 -6.90 -4.43
H 3.99 -6.97 -3.25
H 4.55 -5.22 -1.55
H 2.86 -3.47 -0.97
H -3.65 -5.81 -1.93
H -4.83 -5.84 -4.15
H -4.27 -4.11 -5.86
H -2.60 -2.33 -5.34
H -1.50 -2.26 -3.11
H -1.19 -0.06 5.13
H -0.39 0.83 7.33
H 2.05 0.79 7.87
H 3.67 -0.14 6.22
H 2.84 -1.06 4.04
H 4.45 -0.65 2.69
H 6.00 1.31 2.69
H 5.61 3.19 1.10
H 3.69 3.11 -0.49
H 2.13 1.18 -0.45
H 2.02 2.69 3.36
H 1.13 4.04 5.29
H -1.34 4.17 5.66
H -2.91 3.01 4.08
H -1.98 1.59 2.25
H -1.65 1.38 0.35
H -3.20 -0.24 1.41
H -5.25 -1.65 1.25
H -6.25 -2.19 -0.96
H -5.21 -1.28 -3.03
H -3.18 0.17 -2.91
H -1.14 1.00 -2.67
H -0.91 3.82 -1.54
H 0.47 2.69 -2.39
H 1.55 -4.04 2.47
H 0.51 -3.92 4.74
F 2.24 3.71 -2.62
C 0.97 4.24 -2.57
S 0.37 4.65 -4.24
O 1.08 3.87 -5.24
O -1.08 4.62 -4.15
C 0.85 6.39 -4.27
C 1.06 6.95 -3.02
C 1.37 8.30 -2.92
C 1.38 9.11 -4.06
C 1.08 8.56 -5.32
C 0.81 7.19 -5.43
S 0.96 5.79 -1.61
O -0.35 5.89 -1.00
O 2.16 5.95 -0.80
H 1.59 8.71 -1.94
H 1.61 10.18 -4.00
H 1.08 9.18 -6.22
H 0.59 6.73 -6.39
```

maximum force: 5.4 eV/A
energy relative to the best compared isomer or geometry (same formula, charge and spin): 71.8 kJ/mol
charge: 0
orbital gap: 4.1 eV
DFT total energy: -4466.37531 Ha
multiplicity: 1

***

(2)
Here is an isolated molecule of C5H8O from the OMol25 dataset. Energies are from ωB97M-V with the def2-TZVPD basis set.

Structure (XYZ):
```
14
C5H8O, DFT ωB97M-V with the def2-TZVPD basis set
C 0.04 0.32 -1.45
C -0.70 0.58 -0.19
C -1.21 -0.48 0.76
O -0.07 -1.00 1.45
C 1.21 -0.54 0.67
C 0.78 0.69 -0.11
H 0.32 -0.68 -1.76
H -0.24 0.94 -2.31
H -1.20 1.54 -0.20
H -1.80 -1.24 0.20
H -1.92 0.03 1.44
H 1.36 -1.44 0.09
H 2.18 -0.36 1.21
H 1.24 1.64 0.18
```

maximum force: 1.7 eV/A
energy relative to the best compared isomer or geometry (same formula, charge and spin): 219.1 kJ/mol
charge: 0
orbital gap: 10.7 eV
DFT total energy: -270.47445 Ha
multiplicity: 1

***

(3)
Here is an isolated molecule of C2H2INO2 from the OMol25 dataset. Energies are from ωB97M-V with the def2-TZVPD basis set.

Structure (XYZ):
```
8
C2H2INO2, DFT ωB97M-V with the def2-TZVPD basis set
C -0.95 0.88 0.00
C 0.24 0.33 0.05
N 0.40 -1.15 0.06
O -0.55 -1.84 -0.21
O 1.53 -1.53 0.14
I 2.29 1.30 -0.01
H -1.11 1.86 -0.24
H -1.84 0.14 0.22
```

maximum force: 4.6 eV/A
energy relative to the best compared isomer or geometry (same formula, charge and spin): 441.7 kJ/mol
charge: 0
orbital gap: 9.1 eV
DFT total energy: -580.18115 Ha
multiplicity: 1

***

(4)
Here is a cluster of 14 separate species, C28H84O14 in total from the OMol25 dataset. Energies are from ωB97M-V with the def2-TZVPD basis set.

Structure (XYZ):
```
126
C28H84O14, DFT ωB97M-V with the def2-TZVPD basis set
C 4.38 -3.22 -1.15
C 3.66 -2.38 -2.22
O 3.30 -1.10 -1.65
H 5.40 -2.92 -0.93
H 4.32 -4.27 -1.45
H 3.89 -3.19 -0.18
H 2.78 -2.88 -2.63
H 4.37 -2.26 -3.03
H 3.13 -0.48 -2.36
C 5.08 1.23 -4.18
C 3.75 1.96 -3.89
O 2.74 1.07 -3.48
H 5.76 1.98 -4.60
H 4.97 0.48 -4.97
H 5.60 0.81 -3.32
H 3.33 2.49 -4.76
H 3.97 2.67 -3.09
H 1.95 1.62 -3.53
C -0.95 0.41 -0.02
C 0.20 -0.08 -0.88
O 1.25 -0.42 -0.03
H -1.85 0.84 -0.47
H -0.49 1.24 0.52
H -1.36 -0.37 0.63
H 0.47 0.70 -1.59
H -0.19 -0.87 -1.53
H 2.03 -0.58 -0.57
C -2.72 4.08 0.14
C -1.92 5.05 0.99
O -0.75 5.38 0.22
H -2.18 3.18 -0.14
H -2.98 4.61 -0.77
H -3.70 3.89 0.57
H -1.66 4.53 1.92
H -2.42 5.98 1.23
H -0.15 5.84 0.81
C 0.93 -0.85 4.84
C 1.00 -1.15 3.39
O 1.06 0.13 2.75
H 1.61 -0.03 5.07
H 1.18 -1.73 5.43
H -0.11 -0.57 5.04
H 0.17 -1.73 2.98
H 1.91 -1.70 3.15
H 1.12 -0.08 1.82
C -2.90 0.22 -3.38
C -2.99 1.09 -4.64
O -2.00 2.08 -4.54
H -3.19 0.68 -2.44
H -1.90 -0.20 -3.30
H -3.57 -0.62 -3.51
H -4.02 1.42 -4.77
H -2.78 0.49 -5.53
H -2.24 2.89 -4.99
C -2.37 1.44 3.28
C -3.60 2.09 3.77
O -4.64 1.16 4.05
H -2.21 0.43 3.65
H -1.51 2.00 3.65
H -2.26 1.42 2.19
H -4.05 2.78 3.05
H -3.32 2.71 4.62
H -5.22 1.16 3.28
C -5.31 0.19 0.44
C -6.65 0.74 0.80
O -6.45 1.59 1.90
H -4.67 1.00 0.09
H -5.33 -0.53 -0.37
H -4.89 -0.32 1.31
H -7.45 0.04 1.06
H -7.05 1.31 -0.03
H -7.32 1.94 2.10
C 4.75 -1.10 2.32
C 4.59 -1.70 3.76
O 5.90 -1.72 4.35
H 5.19 -0.11 2.41
H 3.80 -1.01 1.80
H 5.35 -1.75 1.68
H 4.15 -2.69 3.63
H 3.83 -1.11 4.27
H 5.90 -2.41 5.02
C 3.55 2.21 0.51
C 4.80 1.66 -0.13
O 5.92 1.91 0.81
H 3.50 1.87 1.55
H 2.62 1.91 0.02
H 3.65 3.30 0.58
H 4.99 2.07 -1.12
H 4.74 0.58 -0.27
H 6.70 1.47 0.47
C -3.73 -2.32 3.16
C -3.00 -2.94 1.96
O -3.55 -4.21 1.77
H -3.62 -2.95 4.04
H -4.77 -2.12 2.89
H -3.30 -1.33 3.35
H -1.92 -3.04 2.10
H -3.15 -2.32 1.07
H -2.83 -4.81 1.57
C -1.92 -3.16 -3.04
C -2.98 -3.22 -1.90
O -4.22 -3.57 -2.45
H -0.98 -2.86 -2.58
H -2.15 -2.42 -3.82
H -1.87 -4.16 -3.48
H -3.08 -2.25 -1.40
H -2.68 -3.91 -1.11
H -4.85 -3.72 -1.74
C 1.68 4.29 -2.19
C 0.28 3.69 -2.45
O 0.49 2.57 -3.27
H 2.14 4.62 -3.12
H 2.35 3.59 -1.68
H 1.58 5.15 -1.53
H -0.46 4.32 -2.94
H -0.16 3.37 -1.51
H -0.34 2.29 -3.66
C 0.69 -3.71 -0.19
C 1.68 -4.42 0.71
O 1.01 -5.20 1.72
H -0.12 -3.17 0.29
H 0.26 -4.53 -0.77
H 1.19 -3.05 -0.90
H 2.21 -3.67 1.29
H 2.48 -4.96 0.20
H 1.67 -5.77 2.12
```

maximum force: 2.3 eV/A
energy relative to the best compared isomer or geometry (same formula, charge and spin): 202.0 kJ/mol
charge: 0
orbital gap: 9.8 eV
DFT total energy: -2170.40323 Ha
multiplicity: 1

***

(5)
Here is an isolated molecule of C15H22BrN5S from the OMol25 dataset. Energies are from ωB97M-V with the def2-TZVPD basis set.

Structure (XYZ):
```
44
C15H22BrN5S, DFT ωB97M-V with the def2-TZVPD basis set
C -2.93 -1.13 2.15
C -2.05 -0.03 1.46
N -1.19 0.81 2.11
N -0.80 1.59 1.26
C -1.34 1.31 -0.11
C -2.30 0.34 0.18
Br -3.38 -0.41 -1.11
C -1.02 2.37 -1.24
H -1.52 1.98 -2.11
H -1.31 3.32 -0.97
H 0.02 2.57 -1.25
C 0.00 2.69 1.66
H -0.23 2.77 2.62
H 0.18 3.51 1.10
C 1.49 1.96 1.83
C 2.06 1.58 0.78
N 2.78 2.33 -0.02
N 3.17 1.76 -1.07
C 3.00 0.60 -1.15
S 3.32 -0.59 -2.07
N 2.12 0.37 -0.01
C 1.48 -0.77 0.76
C 2.70 -1.70 1.11
C 2.03 -3.02 1.84
C 1.17 -3.58 0.42
C 0.16 -2.77 0.20
C 0.71 -1.74 -0.43
H 1.33 -1.68 -1.33
H -0.15 -0.90 -0.65
H -0.54 -3.32 -0.45
H -0.52 -2.39 1.01
H 1.72 -4.10 -0.33
H 0.75 -4.60 1.14
H 2.87 -3.88 1.94
H 1.49 -2.86 2.56
H 3.36 -1.88 0.22
H 3.38 -1.31 1.61
H 0.98 -0.57 1.73
H 3.74 2.31 -1.84
H 2.02 2.85 2.53
H 1.50 1.03 2.76
H -2.69 -1.33 3.27
H -4.11 -0.86 2.25
H -3.04 -2.14 1.44
```

maximum force: 18.2 eV/A
charge: 0
orbital gap: 8.2 eV
DFT total energy: -3830.21962 Ha
multiplicity: 1

***

(6)
Here is an isolated molecule of C24H29NO3 from the OMol25 dataset. Energies are from ωB97M-V with the def2-TZVPD basis set.

Structure (XYZ):
```
57
C24H29NO3, DFT ωB97M-V with the def2-TZVPD basis set
C -5.73 -0.68 -1.56
C -4.83 0.54 -1.55
H -5.21 1.29 -0.85
H -4.74 0.98 -2.55
O -3.49 0.21 -1.17
C -3.23 0.12 0.13
O -4.06 0.30 0.99
C -1.78 -0.30 0.38
C -0.85 0.49 -0.54
N -0.99 1.92 -0.36
C -1.25 2.30 1.02
C -0.69 1.30 2.02
C -1.41 -0.04 1.85
H -0.77 -0.84 2.22
H -2.33 -0.04 2.44
H 0.38 1.18 1.84
H -0.82 1.67 3.04
H -0.85 3.30 1.20
H -2.34 2.36 1.16
C 0.06 2.67 -1.04
C 1.45 2.38 -0.52
C 2.19 1.33 -1.05
C 3.41 0.95 -0.50
C 3.92 1.67 0.59
C 3.21 2.74 1.09
C 1.98 3.09 0.55
H 1.44 3.93 0.96
H 3.61 3.31 1.92
H 4.87 1.40 1.03
C 4.12 -0.20 -1.12
O 3.77 -0.64 -2.19
C 5.26 -0.80 -0.34
H 6.08 -0.09 -0.29
H 4.94 -1.04 0.67
H 5.60 -1.70 -0.84
H 1.83 0.79 -1.91
H -0.17 3.73 -0.93
H 0.00 2.41 -2.10
H 0.18 0.14 -0.33
H -1.08 0.26 -1.59
C -1.74 -1.81 0.04
C -0.37 -2.41 0.16
C 0.53 -2.35 -0.91
C 1.81 -2.86 -0.79
C 2.21 -3.45 0.39
C 1.32 -3.55 1.45
C 0.04 -3.04 1.33
H -0.65 -3.14 2.15
H 1.63 -4.03 2.37
H 3.21 -3.85 0.48
H 2.49 -2.79 -1.63
H 0.21 -1.90 -1.84
H -2.43 -2.33 0.72
H -2.11 -1.94 -0.98
H -6.72 -0.40 -1.90
H -5.32 -1.44 -2.22
H -5.81 -1.09 -0.55
```

maximum force: 0.6 eV/A
energy relative to the best compared isomer or geometry (same formula, charge and spin): 51.1 kJ/mol
charge: 0
orbital gap: 8.5 eV
DFT total energy: -1212.43527 Ha
multiplicity: 1

***

(7)
Here is a structure of composition C36H28N2O4PdS2 from the OMol25 dataset. Energies are from ωB97M-V with the def2-TZVPD basis set.

Structure (XYZ):
```
73
C36H28N2O4PdS2, DFT ωB97M-V with the def2-TZVPD basis set
Pd -2.04 19.21 9.16
C 1.17 20.55 11.89
C 0.49 20.83 13.08
C -0.88 20.59 13.10
C -1.56 20.13 11.97
C -0.84 19.86 10.80
C 0.52 20.09 10.76
C -3.01 20.00 11.98
C -3.83 20.43 13.02
C -5.22 20.44 12.91
C -5.74 19.87 11.71
C -7.12 19.83 11.43
C -7.65 19.15 10.26
C -6.80 18.61 9.36
C -5.42 18.67 9.54
C -4.89 19.30 10.76
N -3.57 19.42 10.89
H 2.25 20.74 11.86
H 1.02 21.16 13.97
H -1.40 20.73 14.06
H 1.08 19.90 9.85
H -3.37 20.75 13.92
H -5.92 20.81 13.69
H -7.78 20.33 12.16
H -8.74 19.02 10.18
H -7.22 17.96 8.59
H -4.70 18.12 9.00
O -5.02 21.33 8.41
C -3.97 21.23 7.84
N -3.29 19.97 7.70
S -2.08 20.11 6.62
O -2.17 19.22 5.51
O -0.84 19.99 7.42
C -2.31 21.81 6.24
C -1.71 22.52 5.21
C -2.03 23.87 5.14
C -3.00 24.44 5.95
C -3.61 23.69 6.99
C -3.28 22.33 7.11
H -1.02 22.10 4.49
H -1.53 24.47 4.40
H -3.23 25.51 5.86
H -4.36 24.07 7.68
O -2.45 17.11 8.87
S -1.46 16.00 8.34
C -1.91 14.50 9.41
C -3.40 14.22 9.55
C -4.01 13.29 8.72
C -5.36 12.97 8.89
C -6.10 13.59 9.88
C -5.47 14.44 10.77
C -4.14 14.76 10.61
C -1.95 15.52 6.66
C -1.18 14.31 6.18
C 0.16 14.14 6.47
C 0.87 13.10 5.89
C 0.14 12.16 5.15
C -1.20 12.29 4.88
C -1.87 13.35 5.42
H -1.44 14.77 10.37
H -1.31 13.74 8.88
H -3.41 12.79 7.99
H -5.85 12.27 8.23
H -7.14 13.38 10.00
H -5.99 14.88 11.61
H -3.63 15.41 11.35
H -1.70 16.36 6.00
H -3.03 15.33 6.65
H 0.73 14.83 7.03
H 1.91 12.91 6.11
H 0.69 11.33 4.67
H -1.72 11.51 4.35
H -2.93 13.55 5.31
```

maximum force: 2.5 eV/A
energy relative to the best compared isomer or geometry (same formula, charge and spin): 0.0 kJ/mol
charge: +2
orbital gap (alpha / beta): 6.5 / 4.1 eV
DFT total energy: -2722.64236 Ha
expectation value of S²: 6.032
multiplicity: 5